44
Properties=species:S:1:pos:R:3:forces:R:3:mulliken_charge:R:1 method="wB97M-V/def2-TZVPD" relative_energy_kj_mol=405.89 gap_ha=0.40558 homo_ev=-13.666 energy_ha=-827.730388 charge=+1 lumo_energy_ev=-2.630
C -0.7950 -0.6624 -2.7633 -0.922 -1.125 -0.289 -1.1753
C -0.8071 -1.1335 -1.1864 -1.896 1.174 -4.135 -0.0570
C -0.3622 -0.0111 -0.2771 2.246 -2.959 0.545 0.2822
C -0.9139 1.3504 -0.4841 -1.585 0.578 0.849 -0.8881
C -2.1437 1.6064 0.4542 2.374 0.951 3.400 -0.5055
C -2.4054 3.1412 0.5042 0.492 -2.677 3.009 -1.4425
N 0.0780 -2.3472 -1.1378 -2.711 -1.380 1.923 0.1138
H -0.3033 -1.3531 -3.5392 -0.961 0.180 1.443 0.3552
H -0.0927 0.1518 -2.8266 -0.416 0.907 -0.212 0.2795
H -1.8993 -0.4745 -3.1551 2.586 0.052 0.882 0.2535
H -1.9139 -1.2576 -1.0399 1.261 -1.215 0.414 0.3004
H 0.7737 -0.0517 -0.4722 -1.374 0.425 0.935 0.1017
H -0.6104 -0.4032 0.7728 0.846 0.836 -1.161 -0.0054
H -0.0586 2.0218 -0.3218 -0.762 0.278 0.414 0.5934
H -1.3339 1.6209 -1.4471 0.430 -0.484 -0.670 0.2771
H -1.9505 1.2544 1.5377 0.668 0.607 -1.322 0.0591
H -2.9748 0.9620 0.3440 -1.169 -0.349 -1.394 0.5651
H -2.6559 3.5901 1.4723 -0.402 -0.568 -0.120 0.3830
H -1.5076 3.5692 0.2635 2.115 1.425 -1.012 0.4252
H -3.1128 3.2986 -0.1789 -2.800 1.488 -2.715 0.3781
H -0.2689 -3.0861 -1.8007 0.368 1.002 0.854 0.4178
H 0.0146 -2.7261 -0.1276 0.023 0.441 -1.675 0.4505
H 1.0670 -2.1343 -1.3186 0.197 0.254 -0.316 0.1214
H -1.3735 -4.0613 1.3803 -0.007 -1.868 0.727 0.2793
H -1.5550 -2.7142 2.2360 0.579 -1.067 -1.627 0.3022
O -1.4717 -3.1400 1.3269 -0.232 2.887 0.644 -0.6112
H 2.7194 -3.0213 0.1303 1.362 -1.470 0.351 0.2396
H 2.8926 -1.5086 -0.1162 0.716 0.080 0.055 0.2478
O 2.2736 -2.2223 -0.0245 -1.105 1.176 0.926 -0.5661
H 1.4363 1.3978 -1.5800 0.348 -0.393 -1.096 0.2069
H 2.8680 1.6614 -1.7108 -0.847 -0.702 -1.461 0.3554
O 2.1466 1.1928 -2.2427 0.788 1.559 2.709 -0.6892
H 2.8546 -0.6861 -2.2123 -0.258 0.750 -0.831 0.3327
H 2.2003 -1.5890 -3.4344 1.181 0.839 2.802 0.3103
O 2.4715 -1.5337 -2.4382 -1.034 -1.601 -2.880 -0.6498
H 0.9405 3.2621 1.2706 0.943 -0.742 0.078 0.3271
H 1.7499 2.0354 1.8610 -0.550 1.246 -1.315 0.3395
O 1.7361 2.6997 1.1194 -0.416 -0.331 0.720 -0.6576
H -0.9268 -0.7085 3.7979 1.026 -0.109 -0.483 0.2544
H 0.5533 -0.7374 3.0680 -2.065 -0.375 0.634 0.3112
O -0.3331 -1.1967 3.1935 0.524 0.073 -0.107 -0.5918
H 1.7625 1.4656 3.6720 0.610 0.170 0.528 0.3205
H 0.3131 1.3077 4.0874 0.124 0.086 -0.246 0.2884
O 0.9186 1.1706 3.3435 -0.298 -0.050 0.224 -0.6327